The following is a DFT calculation (wB97M-V/def2-TZVPD) of a 11-piece molecular cluster, C39H78O17S overall in a non-equilibrium geometry.

Structure (XYZ):
```
135
Properties=species:S:1:pos:R:3:lowdin_charge:R:1
C 0.96713 4.45674 4.19351 -0.008
C -0.06983 4.09466 3.16203 -0.451
O -0.08442 3.03197 2.52278 0.027
C -1.11643 5.14198 2.84896 -0.027
H 0.44566 4.55158 5.12616 0.082
H 1.29925 5.44951 3.87686 0.089
H 1.82429 3.77179 4.14669 0.072
H -1.97616 5.08461 3.48022 0.072
H -1.58813 4.88013 1.87824 0.082
H -0.85515 6.21021 2.73975 0.089
C 4.17528 -2.99452 -0.68083 -0.024
C 5.08850 -2.50610 0.42654 -0.491
O 6.02394 -1.77180 0.23743 0.057
C 4.86986 -3.09108 1.84885 -0.016
H 4.53209 -4.02411 -0.95204 0.104
H 4.21432 -2.30530 -1.51787 0.075
H 3.13669 -3.20122 -0.35567 0.075
H 3.94186 -3.68701 1.81654 0.069
H 4.94798 -2.28383 2.61782 0.081
H 5.67045 -3.81851 2.04429 0.081
C -4.60909 -1.26886 4.67635 -0.010
C -3.85008 0.07093 4.61113 -0.552
O -4.15304 0.85838 3.78334 0.068
C -2.79407 0.28914 5.62168 -0.039
H -5.62354 -1.16099 4.30760 0.077
H -4.58737 -1.54120 5.76626 0.092
H -3.96203 -1.99080 4.16890 0.059
H -2.17194 -0.58281 5.84119 0.070
H -3.24332 0.47396 6.65094 0.110
H -2.14195 1.17093 5.40282 0.091
C -5.22632 1.84316 0.11172 -0.004
C -4.86457 3.15939 -0.47224 -0.499
O -5.52269 4.15179 -0.53676 0.076
C -3.41557 3.17741 -1.06537 -0.017
H -5.98548 1.88342 0.84852 0.077
H -4.22751 1.52633 0.57090 0.103
H -5.46487 1.16609 -0.65434 0.047
H -2.68233 3.16059 -0.27591 0.053
H -3.29859 4.07556 -1.70079 0.087
H -3.21663 2.22558 -1.58905 0.065
C 0.19821 -0.18344 0.08909 -0.019
C -0.60935 -0.65471 1.23972 -0.467
O -0.46886 -1.74682 1.69604 0.064
C -1.63729 0.26400 1.96823 0.008
H 0.68846 0.72906 0.29864 0.057
H -0.47339 0.19863 -0.71430 0.092
H 0.78432 -1.01849 -0.24788 0.085
H -1.68016 1.21098 1.45076 0.053
H -1.46334 0.38576 3.06339 0.086
H -2.58278 -0.23156 1.91781 0.062
C 0.43334 0.57279 -6.16689 -0.197
C 0.54711 -0.92857 -5.86029 -0.245
C 1.54205 -1.05999 -4.78814 -0.237
S 0.99132 0.21379 -3.65955 0.687
O 1.94427 0.74556 -2.70782 -0.308
O -0.20913 -0.36059 -3.06959 -0.343
C 0.44043 1.39113 -4.87294 -0.197
H -0.38807 0.68710 -6.82748 0.103
H 1.37027 0.84545 -6.73739 0.137
H 0.88800 -1.40364 -6.79958 0.130
H -0.40731 -1.46986 -5.62900 0.121
H 2.57303 -0.83053 -5.00617 0.110
H 1.57444 -1.95342 -4.15400 0.110
H 0.99252 2.32604 -4.97403 0.116
H -0.54000 1.52458 -4.41498 0.099
O -1.82268 -2.96589 4.41076 0.089
C -1.12886 -3.58800 3.65734 -0.569
O 0.22177 -3.64558 3.78064 -0.020
C 0.77765 -2.73209 4.71247 -0.264
C 1.03567 -3.08877 6.15349 -0.068
C -1.53836 -4.46471 2.54764 0.013
H 0.12732 -1.80469 4.66626 0.130
H 1.73536 -2.54951 4.26223 0.103
H 1.59453 -2.21135 6.50580 0.081
H 1.80659 -3.88413 6.23719 0.081
H 0.14646 -3.39993 6.73465 0.087
H -1.00623 -5.42501 2.51044 0.094
H -1.42063 -3.95181 1.57187 0.078
H -2.64121 -4.64815 2.72424 0.109
O 3.45323 2.42746 2.74048 0.061
C 3.46555 1.19853 2.74140 -0.482
O 4.58690 0.40778 2.75111 -0.035
C 5.85954 1.12121 2.54311 -0.226
C 6.89606 0.77281 3.55176 -0.088
C 2.24444 0.34207 2.86549 0.029
H 5.61257 2.15911 2.64652 0.094
H 6.23877 0.89560 1.48736 0.140
H 6.46186 0.96219 4.56607 0.091
H 7.81874 1.38441 3.45182 0.088
H 7.18021 -0.30822 3.52117 0.084
H 1.37585 1.05425 3.01754 0.095
H 2.41066 -0.21299 3.79682 0.085
H 2.01502 -0.36296 2.06275 0.079
O -0.36145 -3.94769 -4.22265 0.073
C -1.24356 -3.54478 -3.48012 -0.506
O -2.49541 -3.21327 -3.94000 -0.065
C -2.87869 -3.52197 -5.33195 -0.210
C -3.51888 -4.88975 -5.39285 -0.079
C -1.09290 -3.19611 -2.02653 0.014
H -1.99304 -3.45633 -5.97000 0.109
H -3.65926 -2.80518 -5.69125 0.127
H -3.97845 -5.01284 -6.38378 0.082
H -4.23429 -5.00129 -4.56509 0.084
H -2.70364 -5.65124 -5.24741 0.093
H -1.33044 -2.11253 -1.95454 0.068
H -0.07036 -3.52513 -1.68112 0.113
H -1.90047 -3.61476 -1.40164 0.087
O -4.31335 0.80943 -5.29853 0.107
C -4.89522 1.19177 -4.34004 -0.550
O -4.70069 0.75342 -3.07038 -0.052
C -3.96219 -0.55823 -3.04840 -0.153
C -4.66049 -1.51648 -2.05657 -0.047
C -5.93312 2.33142 -4.32619 0.027
H -2.92296 -0.42474 -2.91408 0.086
H -4.07078 -0.92256 -4.07749 0.094
H -4.66514 -1.22416 -0.99255 0.070
H -4.00082 -2.42378 -2.03697 0.066
H -5.68014 -1.74163 -2.36682 0.079
H -5.33350 3.26945 -4.18830 0.100
H -6.60959 2.30173 -3.42788 0.099
H -6.42760 2.42224 -5.26701 0.066
O 3.18104 4.22146 -2.49703 0.110
C 3.49328 3.52941 -1.58267 -0.571
O 4.71362 3.23591 -1.14984 -0.011
C 5.86758 3.70825 -1.87791 -0.203
C 7.13146 3.10093 -1.25200 -0.062
C 2.44247 3.02532 -0.62908 0.020
H 5.95382 4.84167 -1.75925 0.141
H 5.69545 3.51269 -2.94788 0.123
H 7.26317 2.07247 -1.55943 0.071
H 7.01755 3.15370 -0.16766 0.074
H 8.00794 3.61880 -1.56940 0.061
H 2.14272 1.98828 -0.71844 0.045
H 1.51084 3.56267 -0.79609 0.092
H 2.79445 3.24075 0.36751 0.069
```

- lowest unoccupied orbital energy (eV) = 0.468
- orbital gap (eV) = 9.7
- SMILES string = O=S1(=O)CCCC1.CCOC(C)=O.CCOC(C)=O.CCOC(C)=O.CCOC(C)=O.CCOC(C)=O.CC(C)=O.CC(C)=O.CC(C)=O.CC(C)=O.CC(C)=O
- electronic energy (a.u.) = -3210.038709
- M (Da) = 851.10